{"formula": "C6H13NO2", "method": "ωB97M-V/def2-TZVPD", "elements": ["C", "C", "C", "C", "C", "N", "C", "O", "O", "H", "H", "H", "H", "H", "H", "H", "H", "H", "H", "H", "H", "H"], "positions_angstrom": [[-1.98107, 0.81521, -0.58242], [-0.90203, -0.15676, -0.48969], [-1.45218, -1.55515, -0.20280], [-0.09794, 0.35924, 0.75138], [1.36244, 0.55926, 0.51021], [1.64874, 1.81951, -0.16013], [2.05951, -0.51564, -0.30519], [2.68313, -0.29147, -1.29510], [2.09768, -1.74163, 0.30810], [-2.68649, 0.76652, 0.35781], [-2.60967, 0.49106, -1.45476], [-1.58483, 1.80935, -0.70453], [-0.30076, -0.21020, -1.39793], [-1.99912, -1.63657, 0.76174], [-2.27407, -1.85024, -0.92049], [-0.63200, -2.37623, -0.28489], [-0.33154, -0.29440, 1.51681], [-0.61514, 1.27041, 0.99471], [1.95903, 0.52507, 1.56262], [2.63532, 1.59658, -0.40208], [1.59868, 2.52527, 0.52481], [1.42231, -1.90920, 0.91181]], "atomic_forces_ev_per_a": [[-3.70, -0.28, -0.54], [1.08, -1.12, 1.75], [-0.18, -1.87, -0.74], [-0.21, -0.06, -2.21], [1.46, 0.41, 2.33], [1.02, -1.91, -0.88], [-0.17, -0.57, 1.30], [0.12, -0.46, -0.09], [1.98, 0.33, -2.65], [1.38, 0.19, -1.64], [0.13, 0.87, 0.61], [-0.20, 0.45, -0.20], [0.08, 0.30, -0.01], [0.74, 0.21, -0.22], [1.05, 0.33, 0.28], [-1.41, 1.32, 0.31], [-0.03, -1.45, 1.89], [0.59, 0.68, 0.50], [-1.25, -0.14, -1.96], [-0.74, 1.55, -0.31], [0.16, 1.16, 0.75], [-1.90, 0.04, 1.72]], "total_charge": 0, "homo_ev": -9.7, "de_lowest_kcal_mol": 37.3, "fmax_ev_per_a": 3.8, "homo_lumo_gap_ev": 10.3600, "smiles": "CC(C)C[C@H](N)C(=O)O"}